Formula: C12H21NSi
Source: the OMol25 dataset
Level of theory: ωB97M-V/def2-TZVPD

## Properties
- Gap between HOMO and LUMO (spin up / spin down): 8.208 / 6.071 eV
- LUMO (spin up / spin down): -0.0081 / -0.0156 Eh
- HOMO energy (spin up / spin down): -8.4 / -6.5 eV
- 2S+1: 1

Each line ends with the natural charge from an NBO analysis.
CARTESIAN COORDINATES (ANGSTROEM)
1 C -2.7156 -1.3612 -2.8279  -0.1975
2 C -2.8889 -0.1376 -2.1749  -0.2204
3 C -1.7241 -2.2807 -2.3441  -0.2398
4 C -2.1068 0.1591 -1.0368  -0.1617
5 C -0.9273 -1.9011 -1.3212  -0.1795
6 C -1.0568 -0.6921 -0.6155  -0.5587
7 C 1.4661 -2.4576 1.6603  -0.6276
8 C 2.5197 -1.4530 -0.3078  -0.6172
9 C 2.6569 -0.3397 1.8919  -0.6219
10 C -0.1441 3.4277 -0.5332  -0.4862
11 C -1.3949 3.2262 1.4498  -0.4484
12 C 1.7275 -1.0425 0.9218  -0.4765
13 N -1.0704 2.5619 0.2589  -0.4575
14 Si -0.0063 -0.1414 0.8020  1.3302
15 H -3.4959 -1.4276 -3.5578  0.2165
16 H -3.5611 0.6599 -2.5895  0.2119
17 H -1.8526 -3.2145 -2.8776  0.2247
18 H -2.2451 1.1406 -0.6216  0.2592
19 H -0.1092 -2.5665 -1.0021  0.1969
20 H 2.2856 -2.6456 2.4170  0.2191
21 H 0.6625 -2.4068 2.4563  0.2135
22 H 1.3310 -3.2808 0.9704  0.2142
23 H 2.9899 -0.6226 -0.9185  0.2197
24 H 1.8292 -2.0805 -0.8586  0.2104
25 H 3.4604 -2.0567 -0.1109  0.2125
26 H 3.6248 -0.8264 1.8453  0.2122
27 H 2.9628 0.6992 1.4636  0.2100
28 H 2.2486 -0.2485 2.9865  0.2169
29 H -0.4961 4.2527 -1.1166  0.2037
30 H 0.8499 3.7162 -0.0232  0.1788
31 H 0.3267 2.8477 -1.4632  0.1917
32 H -2.0840 2.5740 1.9932  0.1967
33 H -0.4859 3.5091 2.0703  0.1789
34 H -1.9587 4.2637 1.1201  0.1842
35 H -0.6179 0.1455 1.9933  -0.2086

Forces on the atoms, in the same order (eV/Å):
0.173 1.442 1.895
0.863 0.241 0.346
-3.373 0.965 -2.433
0.003 -0.205 -1.108
1.951 -0.661 1.351
-1.531 0.463 -0.487
-0.233 1.238 2.159
1.176 0.574 -1.037
0.191 2.910 0.535
3.251 -2.942 -1.411
-0.646 2.194 0.285
-0.050 -1.656 1.895
2.050 0.598 -1.849
1.758 0.355 -3.098
0.290 -1.325 -0.920
0.474 -1.061 0.588
1.161 -0.420 0.475
0.135 -0.020 0.471
-0.584 0.087 -0.191
-0.101 -0.078 -1.451
0.031 -0.057 -1.329
-0.152 -0.169 0.088
-1.220 -0.568 0.436
0.432 0.060 -0.882
-1.274 0.313 0.515
0.082 -0.546 0.583
-0.898 -1.266 1.019
0.859 -0.068 -2.077
-1.154 0.986 0.514
-1.686 -0.053 -0.118
-1.145 0.385 1.907
0.019 0.456 0.399
-1.029 -0.118 -0.410
1.142 -2.183 1.086
-0.969 0.128 2.252


Formula: C12H22Cl2NO6S
Source: the OMol25 dataset
Level of theory: ωB97M-V/def2-TZVPD

## Properties
- Gap between HOMO and LUMO: 6.884 eV
- Charge: -1
- LUMO: 0.0899 Eh
- HOMO energy: -4.4 eV
- 2S+1: 1

Each line ends with the natural charge from an NBO analysis.
CARTESIAN COORDINATES (ANGSTROEM)
1 C 0.5098 -1.1588 -0.7387  -0.6630
2 C -0.1459 -1.5450 0.5866  0.2789
3 C -0.7802 -2.9356 0.4671  -0.2319
4 N 0.0849 -3.8959 -0.2202  -0.8361
5 C -1.2478 -0.5764 1.0456  -0.4206
6 C -2.1145 -0.0155 -0.0816  -0.4172
7 C -3.2324 0.8927 0.4648  -0.4070
8 C -2.9011 2.3815 0.3718  -0.6522
9 S -3.1013 3.1099 -1.2731  2.0445
10 O -1.8881 3.8239 -1.5667  -0.9408
11 O -4.3563 3.8133 -1.2689  -0.9455
12 Cl -3.2538 1.5518 -2.5634  -0.1159
13 O 0.8361 -1.7257 1.6535  -0.5375
14 C 1.9553 -0.9919 1.7774  0.8171
15 O 2.9711 -1.5252 2.1450  -0.5857
16 C 1.8759 0.5110 1.6098  -0.5335
17 C 3.2154 1.1634 1.2647  -0.3915
18 C 3.9443 0.5261 0.0848  -0.5255
19 C 3.4143 1.0141 -1.2404  0.7935
20 O 3.0209 2.1276 -1.4599  -0.5925
21 O 3.4410 0.0530 -2.1908  -0.6891
22 H 0.5987 -0.0792 -0.8619  0.2136
23 H -0.0985 -1.5033 -1.5765  0.2387
24 H 1.5042 -1.5978 -0.8227  0.2362
25 H -0.9542 -3.2958 1.4821  0.2012
26 H -1.7446 -2.8115 -0.0390  0.1807
27 H -0.1257 -4.8337 0.0952  0.3589
28 H -0.1015 -3.8885 -1.2162  0.3581
29 H -0.8340 0.2304 1.6571  0.2041
30 H -1.9059 -1.1398 1.7206  0.1996
31 H -2.5636 -0.8409 -0.6356  0.2240
32 H -1.4952 0.5618 -0.7665  0.2205
33 H -3.3806 0.6585 1.5244  0.2013
34 H -4.1742 0.6975 -0.0487  0.2354
35 H -1.8614 2.5575 0.6509  0.2317
36 H -3.5703 2.9685 1.0002  0.2437
37 H 1.1159 0.8165 0.8935  0.2279
38 H 1.5302 0.8875 2.5790  0.2413
39 H 3.8608 1.1969 2.1419  0.2142
40 H 3.0055 2.1990 0.9861  0.2319
41 H 3.9433 -0.5618 0.1085  0.2471
42 H 4.9958 0.8306 0.1061  0.2404
43 H 3.4058 0.4912 -3.0539  0.4970
44 Cl -3.3981 -0.1417 -4.7919  -0.8961

Forces on the atoms, in the same order (eV/Å):
0.110 0.261 0.068
-0.210 0.043 -0.052
0.218 -0.099 -0.184
-0.158 -0.051 -0.006
-0.202 -0.163 0.186
-0.007 0.081 0.336
0.114 -0.006 0.029
0.007 -0.428 0.021
0.036 -0.097 0.139
-0.040 0.028 -0.026
-0.011 -0.012 -0.018
-0.029 0.489 -0.100
0.051 -0.040 -0.142
0.082 -0.014 0.125
-0.091 0.039 0.091
0.011 0.152 -0.149
-0.080 0.186 0.011
-0.026 0.002 0.002
-0.201 -0.076 0.059
0.128 0.073 -0.062
0.578 -0.002 -0.052
0.041 -0.036 0.003
0.015 -0.012 0.024
-0.099 -0.135 -0.025
-0.094 0.059 -0.018
-0.028 -0.013 0.107
0.062 0.016 0.027
0.078 0.045 0.014
0.095 0.028 -0.153
0.081 0.051 0.074
0.101 0.100 -0.184
-0.064 -0.158 -0.156
-0.131 0.030 -0.043
-0.001 0.002 0.040
-0.038 0.120 -0.016
0.077 0.101 -0.042
0.018 -0.137 -0.019
-0.011 -0.016 -0.024
0.020 -0.211 -0.041
0.072 0.013 0.105
-0.046 0.026 0.062
-0.028 -0.003 -0.059
-0.423 0.007 0.031
0.023 -0.243 0.016


Formula: C12H22Cl4N4
Source: the OMol25 dataset
Level of theory: ωB97M-V/def2-TZVPD

## Properties
- Gap between HOMO and LUMO: 0.991 eV
- Charge: -2
- LUMO: -0.0161 Eh
- HOMO energy: -1.4 eV
- 2S+1: 1

Each line ends with the natural charge from an NBO analysis.
CARTESIAN COORDINATES (ANGSTROEM)
1 C 4.6584 -2.0580 -4.8826  -0.6327
2 C 5.6498 -2.4146 -3.7997  -0.2395
3 N 4.9968 -3.0179 -2.6659  -0.2887
4 C 5.1089 -4.4035 -2.2770  -0.0322
5 C 4.4374 -4.5673 -1.0663  -0.0488
6 N 3.8352 -3.4163 -0.7093  -0.2788
7 C 4.1686 -2.4361 -1.6422  0.2516
8 C 3.1671 -3.1884 0.6091  -0.3986
9 H 5.1643 -1.6750 -5.7688  0.2426
10 H 3.9394 -1.2428 -4.8020  0.2516
11 H 4.1085 -2.9951 -4.9702  0.2098
12 H 6.1870 -1.5321 -3.4524  0.2320
13 H 6.4857 -2.9388 -4.2631  0.2430
14 H 5.7168 -5.0478 -2.8948  0.2517
15 H 4.4336 -5.4135 -0.3953  0.2500
16 H 3.8935 -1.4366 -1.3395  0.2658
17 H 3.9746 -3.0470 1.3274  0.2351
18 H 2.6248 -4.1205 0.7677  0.2351
19 H 2.4958 -2.3341 0.5213  0.2503
20 C -2.4200 -0.2220 0.0403  -0.6218
21 C -3.2864 1.0377 -0.2881  -0.2141
22 N -3.4302 1.9294 0.8195  -0.2979
23 C -2.4317 2.7721 1.3005  -0.0703
24 C -2.8465 3.4988 2.3964  -0.0422
25 N -4.1327 3.0956 2.6719  -0.2726
26 C -4.3987 2.1372 1.7359  0.2664
27 C -4.9215 3.7209 3.7323  -0.4203
28 H -2.9948 -0.9378 0.6280  0.2320
29 H -1.4834 0.0314 0.5368  0.2145
30 H -2.0855 -0.5184 -0.9539  0.2223
31 H -4.3043 0.8149 -0.6079  0.2319
32 H -2.8834 1.6714 -1.0780  0.2362
33 H -1.4702 2.8683 0.8182  0.2487
34 H -2.2418 4.2409 2.8964  0.2667
35 H -5.2521 1.4779 1.7945  0.2568
36 H -5.9806 3.4897 3.6187  0.2573
37 H -4.7095 4.7859 3.6381  0.2550
38 H -4.7084 3.2887 4.7100  0.2487
39 Cl -8.6393 -0.9310 3.1708  -0.9980
40 Cl 1.3295 4.1647 -2.7769  -0.9989
41 Cl -7.7082 4.9470 8.7667  -0.9999
42 Cl -4.0466 9.9223 4.1334  -0.9998

Forces on the atoms, in the same order (eV/Å):
-0.386 -0.059 -0.518
0.424 2.827 -0.465
-2.428 -1.929 4.922
-0.593 2.306 0.707
1.141 -0.879 -1.590
1.272 2.504 -2.253
1.228 -2.824 -0.069
0.495 -0.451 -1.168
0.296 -0.949 -0.293
-0.054 -0.045 1.303
-0.235 0.171 -1.120
-0.250 0.261 0.335
-0.464 -1.151 0.578
-0.197 -0.120 0.264
-0.178 -0.108 -0.323
0.205 0.389 -1.082
-0.385 0.095 0.182
-0.139 0.328 0.429
0.125 -0.147 0.167
-0.359 1.450 -0.892
-0.133 -0.514 -0.101
0.526 2.945 4.396
1.026 0.964 0.002
0.735 -1.202 -1.799
1.325 -1.513 -2.064
-1.839 -0.633 0.560
-0.959 -0.457 0.175
0.193 -0.160 -0.349
-0.235 0.290 0.328
-0.303 -0.909 0.115
0.106 -0.509 -0.002
0.381 -0.343 -0.089
-0.134 -0.045 -0.195
-0.537 0.064 0.225
-0.435 0.341 -0.057
0.035 0.287 -0.440
-0.289 -0.098 0.451
0.581 0.272 -0.071
0.249 -0.035 -0.218
0.057 -0.344 0.045
0.023 -0.082 0.089
0.109 0.010 -0.114


Number 1: maximum force 4.61 eV/Å. Number 2: maximum force 0.58 eV/Å. Number 3: maximum force 5.82 eV/Å.